No. 1
This record from OMol25 describes an isolated molecule of C17H18ClNO5S. The level of theory is ωB97M-V/def2-TZVPD.

```
43
Properties=species:S:1:pos:R:3:forces:R:3:nbo_charge:R:1
C 2.999 0.723 -2.542 -0.310 -0.262 0.153 -0.65
C 2.377 -0.629 -2.221 0.578 -0.077 -0.312 -0.08
O 0.968 -0.559 -2.003 -0.264 -0.069 0.213 -0.51
C 0.399 0.342 -1.183 -0.147 -0.038 -0.143 0.44
C -0.911 0.684 -1.565 0.158 0.025 0.102 -0.28
C -1.684 1.610 -0.899 0.141 0.006 0.049 0.01
C -3.069 1.952 -1.341 0.035 -0.034 -0.013 -0.64
C -1.108 2.246 0.205 0.504 -0.286 -0.066 -0.07
Cl -1.994 3.445 1.069 -0.173 0.261 0.227 0.01
C 0.160 1.912 0.623 -0.511 0.439 -0.180 -0.17
C 0.909 0.943 -0.033 0.563 -0.181 0.255 -0.44
S 2.449 0.683 0.860 0.241 0.136 0.455 2.31
O 3.218 1.891 0.764 -0.144 0.216 0.169 -0.94
O 3.119 -0.551 0.555 -0.318 0.002 0.024 -0.95
N 1.875 0.614 2.442 0.343 0.225 -0.618 -0.86
C 1.502 -0.725 2.878 -0.067 -0.474 -0.062 -0.25
C 0.401 -1.229 1.984 -0.112 -0.439 0.119 -0.06
C 0.657 -2.210 1.041 -0.011 0.024 0.233 -0.20
C -0.321 -2.649 0.151 -0.456 -0.014 -0.111 -0.26
C -1.558 -2.063 0.246 0.128 0.280 0.421 0.23
C -1.825 -1.077 1.199 0.264 -0.344 -0.200 0.30
C -0.868 -0.647 2.080 -0.347 -0.173 -0.143 -0.27
O -3.125 -0.662 1.069 0.336 0.205 0.239 -0.49
C -3.681 -1.452 0.039 -1.178 -0.012 -0.302 0.24
O -2.682 -2.291 -0.499 0.461 -0.149 -0.095 -0.48
H 4.011 0.570 -2.908 0.128 0.000 -0.012 0.22
H 3.050 1.350 -1.655 0.100 0.151 -0.121 0.22
H 2.420 1.235 -3.308 -0.004 0.057 -0.071 0.21
H 2.878 -1.083 -1.365 -0.178 -0.020 -0.321 0.22
H 2.453 -1.298 -3.082 0.027 0.095 0.121 0.19
H -1.299 0.183 -2.439 -0.036 -0.053 -0.107 0.23
H -3.358 1.362 -2.206 -0.036 -0.039 -0.069 0.22
H -3.771 1.775 -0.527 -0.095 0.008 0.015 0.23
H -3.128 3.009 -1.598 -0.077 0.045 -0.026 0.23
H 0.600 2.390 1.482 -0.184 0.131 0.084 0.25
H 2.548 1.058 3.050 0.212 0.215 -0.052 0.41
H 2.359 -1.407 2.827 -0.154 0.033 0.114 0.21
H 1.155 -0.652 3.912 0.077 0.022 -0.072 0.22
H 1.647 -2.634 0.979 0.112 -0.020 0.001 0.23
H -0.116 -3.405 -0.587 0.039 -0.107 -0.122 0.23
H -1.079 0.117 2.809 -0.052 0.181 0.124 0.23
H -4.499 -2.069 0.449 0.256 0.122 -0.051 0.16
H -4.080 -0.801 -0.753 0.150 -0.088 0.151 0.16
```
Positions in Å, forces in eV/Å.

LUMO energy   0.6 eV
Net charge   0
Orbital gap   8.79 eV
SMILES string   CCOc1cc(C)c(Cl)cc1S(=O)(=O)NCc1ccc2c(c1)OCO2
Highest occupied orbital energy   -0.302 Ha

No. 2
This record from OMol25 describes a structure of composition C17H18FeN6OS3. The level of theory is ωB97M-V/def2-TZVPD.

```
46
Properties=species:S:1:pos:R:3:forces:R:3:nbo_charge:R:1
Fe -0.729 0.016 1.469 0.141 0.050 -0.382 1.22
S -2.842 -0.921 1.442 -0.197 -0.050 -0.016 -0.38
C -3.552 0.009 2.745 -0.161 -0.177 -0.067 -0.28
C -4.916 -0.323 3.065 0.125 0.034 -0.041 0.26
N -5.992 -0.647 3.314 0.026 0.008 -0.013 -0.32
C -2.903 0.953 3.465 0.021 0.156 0.192 -0.29
S -1.216 1.387 3.253 -0.029 0.227 0.160 -0.38
C -3.607 1.669 4.496 0.013 -0.054 -0.113 0.26
N -4.163 2.256 5.315 0.057 -0.031 0.011 -0.31
C 3.429 0.206 -3.254 -0.004 -0.067 0.036 -0.42
N 2.821 0.840 -2.088 0.039 0.102 -0.160 -0.19
N 1.438 0.825 -1.988 -0.083 -0.029 -0.009 -0.25
C 1.083 0.781 -0.662 -0.006 0.051 -0.122 0.61
O -0.114 0.867 -0.298 0.082 -0.203 0.342 -0.76
C 2.301 0.683 0.075 -0.133 -0.038 0.062 -0.41
C 3.317 0.687 -0.829 0.112 0.021 0.027 0.27
C 4.780 0.524 -0.613 -0.013 -0.008 0.014 -0.66
C 0.626 1.347 -3.039 -0.004 0.004 -0.007 0.19
C 1.114 2.352 -3.864 0.034 0.044 0.044 -0.26
C 0.309 2.854 -4.875 -0.035 -0.012 -0.008 -0.20
C -0.979 2.368 -5.049 0.047 0.004 0.032 -0.21
C -1.460 1.375 -4.207 -0.023 0.004 -0.032 -0.19
C -0.660 0.853 -3.203 0.003 -0.050 -0.001 -0.22
H 2.784 0.355 -4.114 -0.007 0.047 -0.013 0.24
H 3.568 -0.866 -3.099 -0.029 -0.013 0.018 0.20
H 4.388 0.675 -3.455 0.014 0.008 0.023 0.22
H 2.370 0.643 1.150 0.046 -0.013 -0.027 0.25
H 4.993 0.503 0.453 0.001 0.005 -0.017 0.25
H 5.336 1.345 -1.067 -0.007 -0.010 0.008 0.24
H 5.139 -0.410 -1.051 -0.011 0.007 0.007 0.23
H 2.108 2.752 -3.705 -0.020 -0.015 0.004 0.22
H 0.687 3.640 -5.517 -0.006 -0.020 0.005 0.22
H -1.609 2.767 -5.833 0.005 -0.006 0.011 0.22
H -2.466 0.997 -4.331 0.014 0.007 0.010 0.23
H -1.031 0.084 -2.541 0.008 0.000 -0.010 0.24
C -2.170 -4.145 3.610 -0.024 0.025 -0.008 -0.44
N -0.996 -3.624 2.932 -0.016 -0.108 -0.136 -0.57
C -0.481 -2.426 3.172 -0.012 -0.031 0.150 0.39
N -0.910 -1.750 4.231 0.071 0.051 -0.018 -0.78
S 0.763 -1.805 2.143 -0.076 0.060 -0.023 -0.39
H -2.401 -5.124 3.201 0.013 -0.013 0.006 0.23
H -3.032 -3.491 3.449 0.019 0.010 -0.002 0.23
H -1.982 -4.257 4.679 0.010 -0.012 -0.006 0.21
H -0.704 -4.047 2.068 0.012 -0.008 0.015 0.42
H -1.769 -2.018 4.684 -0.011 0.006 0.010 0.41
H -0.672 -0.761 4.271 -0.004 0.033 0.041 0.44
```
Positions in Å, forces in eV/Å.

LUMO energy (alpha / beta)   0.0 / -0.1 eV
Net charge   0
Spin multiplicity   5
Orbital gap (alpha / beta)   7.16 / 7.35 eV
Highest occupied orbital energy (alpha / beta)   -0.264 / -0.272 Ha
⟨S²⟩   6.02

No. 3
This record from OMol25 describes a structure of composition C17H18HfN4O2S. The level of theory is ωB97M-V/def2-TZVPD.

```
43
Properties=species:S:1:pos:R:3:forces:R:3:nbo_charge:R:1
N 1.958 0.247 -1.086 1.046 0.246 -0.800 -0.66
C 3.095 0.241 -1.334 -0.436 -0.174 0.575 0.70
C 4.535 0.223 -1.558 -0.525 -0.050 -0.143 -0.76
H 4.938 1.197 -1.232 0.041 -0.351 -0.011 0.33
H 4.706 0.093 -2.638 0.122 -0.005 0.266 0.33
H 4.962 -0.624 -0.993 -0.004 0.348 -0.151 0.34
N -1.386 -1.196 -1.221 -1.910 -2.288 -1.068 -0.69
C -2.077 -2.100 -1.536 1.513 1.767 0.892 0.73
C -2.914 -3.213 -1.901 0.233 0.171 0.091 -0.77
H -2.718 -3.450 -2.951 -0.034 -0.145 -0.040 0.33
H -3.959 -2.905 -1.790 -0.065 -0.127 0.064 0.34
H -2.678 -4.075 -1.259 -0.120 0.110 -0.110 0.34
N -1.013 1.907 0.670 0.177 -0.462 -1.122 -0.65
C -1.420 2.752 1.327 -0.472 1.157 1.546 0.69
C -1.888 3.807 2.236 0.048 -0.409 -0.687 -0.75
H -2.463 3.330 3.046 0.238 0.238 -0.109 0.33
H -2.536 4.484 1.658 0.124 -0.100 0.283 0.32
H -1.003 4.354 2.600 -0.322 -0.176 0.075 0.33
Hf -0.207 0.601 -0.919 1.913 -4.069 7.140 2.00
C -1.239 -0.781 1.602 -2.499 -1.261 2.834 0.56
O -1.818 -1.240 2.483 2.085 1.485 -2.861 -0.37
C 0.872 -1.958 0.358 1.576 -3.341 0.302 0.56
O 1.312 -2.979 0.639 -1.363 3.204 -0.697 -0.37
C 0.482 0.992 -3.200 -0.675 0.341 -1.496 -0.24
C 0.668 2.188 -2.470 -0.658 1.584 -1.069 -0.25
C -0.432 2.797 -1.824 0.441 0.964 -1.707 -0.24
C -1.713 2.208 -1.908 -0.696 0.342 -1.489 -0.23
C -1.888 1.004 -2.616 -0.572 1.368 -0.943 -0.23
C -0.792 0.397 -3.263 0.362 0.845 -1.465 -0.17
H 1.266 0.649 -3.880 -0.046 -0.189 0.530 0.33
H 1.593 2.758 -2.605 -0.116 -0.374 0.450 0.33
H -0.339 3.829 -1.470 0.095 -0.482 0.329 0.33
H -2.592 2.786 -1.611 0.258 -0.361 0.355 0.33
H -2.900 0.662 -2.840 0.223 -0.170 0.394 0.33
H -0.968 -0.406 -3.980 0.120 -0.117 0.459 0.32
S 2.980 2.144 3.032 -1.399 -1.406 -1.071 0.60
C 2.511 0.598 3.692 -0.625 0.198 -1.230 -0.36
C 1.632 -0.060 2.822 1.048 0.852 0.973 -0.09
N 1.327 0.630 1.653 0.655 0.930 0.231 -0.52
C 1.967 1.793 1.640 0.299 0.129 0.409 -0.19
H 2.923 0.304 4.667 -0.385 -0.077 -0.578 0.31
H 1.223 -1.037 3.049 -0.044 0.088 -0.158 0.24
H 1.845 2.482 0.781 0.345 -0.233 0.807 0.20
```
Positions in Å, forces in eV/Å.

LUMO energy   -15.4 eV
Net charge   +4
Orbital gap   4.95 eV
Highest occupied orbital energy   -0.750 Ha

Repeat the first record exactly.
This record from OMol25 describes an isolated molecule of C17H18ClNO5S. The level of theory is ωB97M-V/def2-TZVPD.

```
43
Properties=species:S:1:pos:R:3:forces:R:3:nbo_charge:R:1
C 2.999 0.723 -2.542 -0.310 -0.262 0.153 -0.65
C 2.377 -0.629 -2.221 0.578 -0.077 -0.312 -0.08
O 0.968 -0.559 -2.003 -0.264 -0.069 0.213 -0.51
C 0.399 0.342 -1.183 -0.147 -0.038 -0.143 0.44
C -0.911 0.684 -1.565 0.158 0.025 0.102 -0.28
C -1.684 1.610 -0.899 0.141 0.006 0.049 0.01
C -3.069 1.952 -1.341 0.035 -0.034 -0.013 -0.64
C -1.108 2.246 0.205 0.504 -0.286 -0.066 -0.07
Cl -1.994 3.445 1.069 -0.173 0.261 0.227 0.01
C 0.160 1.912 0.623 -0.511 0.439 -0.180 -0.17
C 0.909 0.943 -0.033 0.563 -0.181 0.255 -0.44
S 2.449 0.683 0.860 0.241 0.136 0.455 2.31
O 3.218 1.891 0.764 -0.144 0.216 0.169 -0.94
O 3.119 -0.551 0.555 -0.318 0.002 0.024 -0.95
N 1.875 0.614 2.442 0.343 0.225 -0.618 -0.86
C 1.502 -0.725 2.878 -0.067 -0.474 -0.062 -0.25
C 0.401 -1.229 1.984 -0.112 -0.439 0.119 -0.06
C 0.657 -2.210 1.041 -0.011 0.024 0.233 -0.20
C -0.321 -2.649 0.151 -0.456 -0.014 -0.111 -0.26
C -1.558 -2.063 0.246 0.128 0.280 0.421 0.23
C -1.825 -1.077 1.199 0.264 -0.344 -0.200 0.30
C -0.868 -0.647 2.080 -0.347 -0.173 -0.143 -0.27
O -3.125 -0.662 1.069 0.336 0.205 0.239 -0.49
C -3.681 -1.452 0.039 -1.178 -0.012 -0.302 0.24
O -2.682 -2.291 -0.499 0.461 -0.149 -0.095 -0.48
H 4.011 0.570 -2.908 0.128 0.000 -0.012 0.22
H 3.050 1.350 -1.655 0.100 0.151 -0.121 0.22
H 2.420 1.235 -3.308 -0.004 0.057 -0.071 0.21
H 2.878 -1.083 -1.365 -0.178 -0.020 -0.321 0.22
H 2.453 -1.298 -3.082 0.027 0.095 0.121 0.19
H -1.299 0.183 -2.439 -0.036 -0.053 -0.107 0.23
H -3.358 1.362 -2.206 -0.036 -0.039 -0.069 0.22
H -3.771 1.775 -0.527 -0.095 0.008 0.015 0.23
H -3.128 3.009 -1.598 -0.077 0.045 -0.026 0.23
H 0.600 2.390 1.482 -0.184 0.131 0.084 0.25
H 2.548 1.058 3.050 0.212 0.215 -0.052 0.41
H 2.359 -1.407 2.827 -0.154 0.033 0.114 0.21
H 1.155 -0.652 3.912 0.077 0.022 -0.072 0.22
H 1.647 -2.634 0.979 0.112 -0.020 0.001 0.23
H -0.116 -3.405 -0.587 0.039 -0.107 -0.122 0.23
H -1.079 0.117 2.809 -0.052 0.181 0.124 0.23
H -4.499 -2.069 0.449 0.256 0.122 -0.051 0.16
H -4.080 -0.801 -0.753 0.150 -0.088 0.151 0.16
```
Positions in Å, forces in eV/Å.

LUMO energy   0.6 eV
Net charge   0
Orbital gap   8.79 eV
SMILES string   CCOc1cc(C)c(Cl)cc1S(=O)(=O)NCc1ccc2c(c1)OCO2
Highest occupied orbital energy   -0.302 Ha